DFT (the ωB97M-V functional and the def2-TZVPD basis) results for C22H23Cl3N3O3SSbSe4Ti as an isolated structure.

Geometry as XYZ:
```
61
Properties=species:S:1:pos:R:3:forces:R:3:mulliken_spin:R:1
Ti -0.3670 -0.3347 -0.6127 1.207 -0.696 -1.243 0.010
C -1.6817 4.4431 2.1783 -0.868 1.023 0.415 0.000
C -0.5388 4.0489 2.8492 0.375 -2.618 -2.088 0.000
C 0.1254 2.8943 2.3234 -0.336 1.501 0.387 0.000
C -0.3198 2.2412 1.1535 0.052 1.304 1.119 0.001
C -1.4991 2.6888 0.5355 1.018 -0.281 0.463 0.002
C -2.1731 3.8063 1.0563 0.969 -1.160 -0.071 0.000
N 0.5350 1.1762 0.6560 -0.974 1.818 -1.430 -0.002
N 1.8207 1.8219 0.4064 -0.380 -0.736 0.903 0.000
C 2.4649 1.2259 -0.5523 0.887 0.735 -0.801 0.000
C 3.8383 1.6389 -0.8153 -0.049 0.026 -0.110 0.000
C 4.4402 1.0879 -1.8840 1.406 -1.001 -1.266 0.000
C 3.8193 0.1500 -2.7625 1.299 1.102 0.444 0.000
C 2.5240 -0.0827 -2.4763 -1.569 -2.377 -1.320 0.000
N 1.8954 0.3238 -1.3984 -1.293 0.613 1.400 0.000
H -2.2894 5.2701 2.5591 0.352 -0.073 -0.024 0.000
H -0.1777 4.5452 3.7092 0.270 0.381 0.773 0.000
H 1.0097 2.5237 2.8470 -0.202 0.058 -0.370 0.000
H -1.8350 2.0933 -0.3015 -0.368 0.310 -0.223 0.000
H -3.0775 4.1562 0.6135 -0.473 0.089 -0.325 0.000
H 4.4400 2.3612 -0.2616 -0.779 -0.137 0.348 0.000
H 5.4944 1.2968 -2.1322 -0.439 0.240 0.397 0.000
H 4.4128 -0.3120 -3.5411 -0.437 0.071 -0.201 0.000
H 1.8730 -0.7326 -3.1232 0.759 0.518 0.551 0.000
Cl -5.8805 0.6697 -5.1585 0.287 0.160 0.246 0.000
C -4.2967 0.4578 -4.3870 -0.149 2.418 -0.364 0.000
C -3.8680 -0.8019 -4.1748 1.266 -1.544 -0.149 0.000
C -2.5752 -1.0306 -3.6750 -0.714 1.814 0.070 0.001
Cl -1.9331 -2.5727 -3.4735 0.165 -1.268 0.041 0.000
C -1.7535 0.0602 -3.2822 -1.536 -1.118 -0.984 -0.001
O -0.6618 -0.0833 -2.6695 1.630 -0.022 1.023 -0.001
C -2.2128 1.3228 -3.6983 0.412 -0.309 0.653 0.001
Cl -1.0533 2.5376 -3.4536 0.510 1.399 0.110 0.000
C -3.4569 1.5899 -4.1584 -1.382 -1.044 -0.718 0.000
H -4.4565 -1.6352 -4.5366 -0.068 -0.051 0.296 0.000
H -3.7193 2.6146 -4.3857 -0.296 -0.173 -0.075 0.000
C 2.6244 -0.2641 2.3989 2.412 -0.020 -0.485 0.000
O 1.6959 -0.7831 1.4931 -0.999 0.391 -0.330 0.012
C 0.4551 -0.1206 1.3078 0.441 -0.289 2.505 -0.075
C -0.2481 -0.0128 2.6914 -3.941 -1.072 -2.665 0.060
H 3.2141 -1.1662 2.6458 0.101 0.493 0.268 0.000
H 2.3453 0.2155 3.3512 -0.695 -0.224 -0.535 0.000
H 3.2819 0.4420 1.8241 -0.397 -0.409 0.822 0.000
H -0.9113 0.8862 2.7532 0.451 -1.141 -0.075 -0.018
H -0.9617 -0.8953 2.6783 0.671 0.949 0.361 0.025
H 0.2562 -0.0583 3.5926 1.817 -0.124 1.490 -0.014
Se -2.4413 -5.8732 4.1789 0.240 0.276 -0.116 0.345
Sb -2.8221 -3.4249 4.0024 1.094 -0.398 -0.376 -0.013
Se -4.6654 -3.1983 5.5395 -0.520 0.309 0.626 0.713
Se -0.4153 -2.9313 5.0134 -0.718 -0.282 -0.136 0.953
Se -2.4752 -0.9026 -0.1805 -0.477 0.324 0.565 -0.002
C 2.5651 -3.1653 -0.1177 0.043 -2.108 -0.967 0.000
S 0.9011 -3.5353 -0.5588 -1.185 1.668 -0.090 0.000
C 0.0873 -3.7238 1.0028 1.226 0.778 0.792 0.006
O 0.3880 -2.1901 -1.1047 0.384 -0.852 0.198 -0.001
H 2.6188 -2.2170 0.3555 0.180 0.721 0.464 0.000
H 2.9955 -3.2452 -1.1150 0.631 0.580 0.110 0.000
H 2.9129 -4.0566 0.4256 0.125 0.500 0.256 0.000
H 0.3058 -4.7275 1.3447 -0.150 -0.178 0.338 -0.002
H -0.9309 -3.5848 0.7574 -1.348 -0.118 -0.169 0.000
H 0.3578 -2.9280 1.7467 0.062 -0.748 -0.722 0.003
```
Positions in Å, forces in eV/Å.

Output
* net charge: -2
* spin multiplicity: 3
* E_LUMO (spin up / spin down): 3.851 / 2.658 eV
* energy relative to the best compared isomer or geometry (same formula, charge and spin): 104.7 kJ/mol
* expectation value of S²: 2.022
* maximum force: 4.88 eV/Å
* gap between HOMO and LUMO (spin up / spin down): 6.3771 / 4.9298 eV

DFT (the ωB97M-V functional and the def2-TZVPD basis) results for one molecule with the formula C22H23ClN2O2.

Geometry as XYZ:
```
50
Properties=species:S:1:pos:R:3:forces:R:3:mulliken_charge:R:1
C 4.6156 -1.8046 2.5269 0.088 0.050 0.044 -0.818
H 4.8308 -0.7301 2.5687 0.012 -0.029 0.000 0.325
O 3.3450 -2.0472 1.9729 -0.259 -0.089 -0.095 -0.322
C 2.3119 -1.4625 2.7295 0.146 0.226 0.389 -0.702
C 0.8550 -1.7150 2.3383 0.250 -0.081 0.085 0.884
O 0.0307 -1.3480 3.1644 0.060 0.225 0.249 -0.673
N 0.4735 -2.2697 1.1729 -0.211 -0.176 -0.127 0.395
C 1.3237 -2.8058 0.1314 0.356 -0.107 -0.408 -0.918
H 2.3595 -2.6182 0.3938 -0.177 -0.102 -0.076 0.318
H 1.1774 -3.8936 0.0927 0.080 0.087 0.009 0.405
C 1.0245 -2.2419 -1.2644 0.034 -0.024 0.181 -0.916
C 1.0011 -0.7400 -1.3675 0.065 -0.022 -0.167 0.434
C 0.2055 -0.1413 -2.3383 0.103 -0.033 -0.004 -0.450
C 0.1494 1.2342 -2.4625 0.025 0.061 -0.100 -0.620
C 0.8889 2.0373 -1.6117 0.045 0.093 -0.054 -0.446
C 1.7003 1.4517 -0.6567 0.066 0.125 0.053 -0.928
C 1.7631 0.0737 -0.5405 -0.039 -0.049 -0.047 -0.110
H 2.4158 -0.3672 0.1951 0.119 -0.088 0.158 0.729
H 2.2919 2.0722 0.0016 0.054 0.051 0.058 0.428
H 0.8360 3.1125 -1.6971 -0.010 0.098 0.002 0.430
H -0.4802 1.6800 -3.2182 -0.074 0.044 -0.060 0.478
H -0.3824 -0.7603 -3.0009 -0.098 -0.092 -0.046 0.334
H 0.0711 -2.6305 -1.6268 0.020 -0.043 -0.070 0.226
H 1.7991 -2.6282 -1.9351 -0.076 -0.092 0.008 0.597
C -0.9582 -2.4788 0.9893 -0.169 -0.021 0.314 -1.998
C -1.6162 -1.3508 0.2427 -0.112 0.208 0.087 0.211
C -1.4524 -0.0465 0.6421 -0.174 -0.201 -0.160 0.059
C -2.0436 1.0072 -0.0794 -0.285 -0.284 -0.311 0.356
C -1.8827 2.3634 0.2609 -0.159 0.278 -0.105 -0.685
C -2.4593 3.3526 -0.4922 0.230 -0.144 0.347 1.090
C -3.2325 2.9977 -1.6182 -0.071 -0.277 -0.161 -0.548
C -3.4183 1.6928 -1.9745 -0.020 0.292 -0.033 -0.569
C -2.8246 0.6664 -1.2143 0.342 0.158 0.599 -0.214
N -3.0048 -0.6161 -1.5817 -0.096 -0.422 -0.228 -0.615
C -2.4299 -1.5520 -0.8945 -0.142 0.608 -0.034 0.306
Cl -2.7236 -3.1575 -1.4740 -0.055 -0.501 -0.122 -0.202
H -4.0089 1.4167 -2.8337 -0.071 -0.044 -0.096 0.462
H -3.6829 3.7868 -2.2036 -0.067 0.064 -0.084 0.431
C -2.2890 4.8010 -0.1526 -0.010 -0.025 -0.001 -1.724
H -1.8314 5.3331 -0.9858 0.040 0.103 -0.022 0.353
H -1.6631 4.9244 0.7271 0.037 0.066 0.055 0.359
H -3.2578 5.2600 0.0409 -0.031 0.098 0.033 0.415
H -1.2856 2.6082 1.1278 0.084 0.076 0.094 0.374
H -0.8650 0.1743 1.5202 0.107 0.003 0.105 0.639
H -1.4049 -2.5402 1.9881 0.060 -0.123 -0.225 0.474
H -1.1098 -3.4240 0.4655 0.079 0.087 0.094 0.569
H 2.3824 -1.7964 3.7766 -0.088 0.070 -0.177 0.517
H 2.4282 -0.3645 2.7411 -0.067 -0.155 0.004 0.293
H 4.6913 -2.2198 3.5383 0.009 0.010 -0.023 0.294
H 5.3356 -2.2956 1.8756 0.049 0.042 0.068 0.273
```
Positions in Å, forces in eV/Å.

Output
* SMILES: COCC(=O)N(CCc1ccccc1)Cc1cc2cc(C)ccc2nc1Cl
* spin multiplicity: 1
* E_LUMO: 0.300 eV
* energy relative to the best compared isomer or geometry (same formula, charge and spin): 93.4 kJ/mol
* maximum force: 0.71 eV/Å
* gap between HOMO and LUMO: 8.7582 eV

DFT (the ωB97M-V functional and the def2-TZVPD basis) results for one molecule with the formula C22H23ClN2O5.

Geometry as XYZ:
```
53
Properties=species:S:1:pos:R:3:forces:R:3:mulliken_charge:R:1
C 3.7594 -0.0510 1.9411 -0.294 0.266 0.052 -0.840
C 3.1083 1.1881 2.5393 0.586 0.022 -0.064 -0.466
H 3.1960 1.1889 3.6284 -0.027 0.044 -0.122 0.349
H 3.5652 2.0944 2.1274 -0.080 -0.131 0.170 0.382
O 1.7086 1.2129 2.2801 -0.311 0.024 0.022 -0.262
C 1.3078 1.7506 1.1112 0.130 0.360 -0.285 0.393
O 2.0869 2.2572 0.3308 0.171 -0.093 0.106 -0.674
C -0.1409 1.6381 0.9458 -0.374 -0.066 0.131 -0.104
C -0.8322 2.2844 -0.0216 0.406 0.011 0.275 0.678
N -2.1828 2.0941 -0.1415 0.007 0.098 -0.264 0.134
C -2.9574 1.3234 0.7114 -0.043 0.252 0.076 0.227
O -4.1445 1.1803 0.5189 -0.379 -0.125 -0.152 -0.710
N -2.3023 0.8605 1.7965 0.060 -0.055 0.387 -0.151
H -2.8430 0.2381 2.3792 -0.091 0.102 -0.153 0.299
C -0.8597 0.7460 1.9391 0.232 -0.021 -0.015 -0.002
C -0.4257 -0.7064 1.8386 -0.184 -0.160 -0.150 0.999
C 0.2243 -1.2983 2.9119 -0.012 -0.123 -0.077 -0.535
C 0.6097 -2.6195 2.8512 -0.001 0.053 0.106 -1.419
C 0.2956 -3.3755 1.7355 -0.017 -0.079 -0.178 -0.248
C -0.3888 -2.8207 0.6640 -0.160 0.000 -0.101 0.550
C -0.7202 -1.4485 0.6895 0.012 -0.177 0.421 -0.237
O -1.3963 -0.7719 -0.2828 0.007 -0.208 0.269 -0.367
C -1.2820 -1.0933 -1.6610 0.115 -0.141 -0.504 -1.088
C -0.4704 -0.0683 -2.4130 -0.080 -0.003 0.172 0.512
C -1.0697 0.7229 -3.3855 0.070 -0.048 0.034 -0.581
C -0.3353 1.6368 -4.1209 0.020 0.038 -0.134 -0.879
C 1.0200 1.7887 -3.8786 -0.080 -0.017 -0.052 -0.405
C 1.6372 1.0211 -2.9081 0.014 -0.055 0.052 -0.674
C 0.8951 0.0953 -2.1933 -0.110 0.207 -0.250 0.860
Cl 1.7080 -0.8845 -1.0280 0.226 -0.130 0.022 -0.150
H 2.6894 1.1325 -2.7019 0.108 -0.005 0.054 0.423
H 1.5978 2.5045 -4.4425 0.063 0.074 -0.046 0.390
H -0.8211 2.2312 -4.8804 -0.040 0.056 -0.061 0.380
H -2.1281 0.6086 -3.5698 -0.128 -0.027 -0.004 0.401
H -2.3052 -1.1030 -2.0514 0.168 -0.020 0.009 0.544
H -0.8381 -2.0784 -1.8064 -0.145 0.192 0.042 0.376
O -0.7775 -3.5577 -0.4281 -0.054 0.474 0.214 -0.332
C -0.4805 -4.9319 -0.4622 0.039 -0.215 -0.023 -1.071
H -0.9422 -5.4643 0.3749 0.036 0.018 -0.020 0.362
H 0.5993 -5.1117 -0.4632 -0.045 0.002 0.025 0.409
H -0.9058 -5.2950 -1.3970 0.054 -0.037 0.080 0.259
H 0.5796 -4.4149 1.7139 -0.001 -0.104 -0.054 0.475
H 1.1385 -3.0769 3.6733 0.036 -0.048 0.084 0.397
H 0.4430 -0.7046 3.7856 0.027 0.107 0.094 0.382
H -0.6037 1.0900 2.9526 -0.020 -0.142 -0.242 0.646
H -2.6751 2.5311 -0.9066 -0.008 -0.097 0.156 0.313
C -0.2735 3.2937 -0.9685 0.152 -0.020 -0.008 -1.841
H 0.8096 3.2640 -0.9654 -0.080 0.039 -0.050 0.297
H -0.6380 3.1107 -1.9767 -0.070 -0.017 -0.057 0.414
H -0.6030 4.2861 -0.6592 -0.073 0.070 0.019 0.425
H 3.7018 -0.0113 0.8567 0.034 -0.010 -0.080 0.155
H 3.2452 -0.9454 2.2859 0.002 -0.110 0.034 0.183
H 4.8035 -0.0970 2.2376 0.133 -0.028 0.041 0.426
```
Positions in Å, forces in eV/Å.

Output
* SMILES: CCOC(=O)C1=C(C)NC(=O)N[C@H]1c1cccc(OC)c1OCc1ccccc1Cl
* spin multiplicity: 1
* E_LUMO: 0.682 eV
* maximum force: 0.59 eV/Å
* gap between HOMO and LUMO: 8.8626 eV

> Among the records above, which one has the lowest maximum force?

C22H23ClN2O5